No. 1
23
Properties=species:S:1:pos:R:3 method="wB97M-V/def2-TZVPD" homo_ha=-0.33062 relative_energy_ev=0.535 homo_lumo_gap_ha=0.36857
C -2.42075 2.22278 -1.62138
C -1.28026 1.28569 -1.49020
C 0.04069 1.81485 -1.53084
C 1.13737 1.00872 -1.37013
C 0.94022 -0.37947 -1.37867
C -0.31728 -0.93455 -1.42253
C -1.42803 -0.08384 -1.51967
H -2.14007 3.16473 -2.11526
H -2.75345 2.62944 -0.65839
H -3.32741 1.96029 -2.15744
H 0.10318 2.88508 -1.69386
H 2.12206 1.43865 -1.26547
H 1.81229 -1.01823 -1.29091
H -0.46984 -2.00225 -1.35003
H -2.42179 -0.49129 -1.67122
C 1.46384 -1.94415 2.09826
C 1.11841 -1.43800 3.50259
H 0.69568 -1.67446 1.37240
H 2.33784 -1.39116 1.75707
H 1.60018 -3.01823 2.04720
H 1.99065 -1.09171 4.06467
H 0.81503 -2.29727 4.10897
H 0.38145 -0.64562 3.58485

No. 2
20
Properties=species:S:1:pos:R:3 method="wB97M-V/def2-TZVPD" homo_ha="-0.40053 / -0.38990" s2=0.754 multiplicity=2 homo_lumo_gap_ha="0.41926 / 0.32650"
N 0.02351 0.40923 -0.88612
S -0.53738 1.64507 0.14898
O -0.73685 1.03347 1.49691
C -2.27935 1.66556 -0.57968
F -2.83753 0.47084 -0.53012
F -2.22715 2.08391 -1.82978
F -2.99093 2.51319 0.14438
S 1.40313 0.62160 -1.75326
O 1.64153 2.04725 -1.88632
O 1.35524 -0.27293 -2.89351
C 2.79502 -0.01495 -0.67144
F 2.73741 0.56743 0.51007
F 2.69467 -1.32217 -0.53399
F 3.93239 0.28425 -1.26499
H -0.33683 -0.59112 -0.73054
O -1.15992 -2.39492 0.96944
C -0.95325 -2.26155 2.30176
H -1.55003 -2.94578 2.91949
H 0.13519 -2.37685 2.50517
H -1.10887 -1.16155 2.56354

No. 3
123
Properties=species:S:1:pos:R:3 method="wB97M-V/def2-TZVPD" homo_ha=-0.19856 charge=-1 relative_energy_ev=1.807 homo_lumo_gap_ha=0.24503
K 1.51292 -0.08608 -0.72518
C 0.51863 -0.23358 4.85283
C 1.88908 -0.85345 5.12853
S 3.11685 -0.58611 3.82152
C 3.75929 -2.24635 3.55010
C 2.79676 -3.33104 3.06268
S 1.75076 -2.89297 1.64964
C 0.10964 -3.28019 2.30016
C -0.37758 -2.49482 3.51331
S -0.30035 -0.70151 3.31014
H 0.60043 0.85252 4.79685
H -0.13504 -0.44495 5.70304
H 1.79865 -1.92674 5.29703
H 2.25670 -0.43281 6.06742
H 4.24037 -2.60809 4.46315
H 4.55619 -2.10717 2.82147
H 2.15192 -3.65553 3.87990
H 3.39997 -4.20082 2.79114
H 0.04266 -4.34611 2.53621
H -0.55948 -3.11306 1.45196
H 0.21393 -2.76621 4.38666
H -1.40250 -2.80310 3.73432
F 4.16794 -3.88557 -0.41212
C 5.18660 -3.03519 -0.53597
F 5.64379 -2.74397 0.69364
F 6.16655 -3.63340 -1.21470
S 4.67617 -1.46933 -1.37515
O 3.66708 -0.87783 -0.51898
O 5.89959 -0.76067 -1.56429
N 4.06599 -2.03406 -2.70812
S 2.60507 -1.64879 -3.15319
O 2.47423 -0.30736 -3.65187
O 1.55562 -2.05816 -2.24586
C 2.50263 -2.77723 -4.61275
F 1.38896 -2.47973 -5.29754
F 3.54704 -2.62687 -5.42056
F 2.43107 -4.05178 -4.22203
Br 7.05487 3.24052 -5.02677
C 5.37016 3.04356 -4.17698
C 5.26548 2.23612 -3.05741
C 4.03414 2.11415 -2.44039
C 2.91076 2.75108 -2.95540
C 3.04571 3.58745 -4.06277
C 4.27804 3.73105 -4.67721
N 1.68962 2.52432 -2.26363
C 0.58480 2.73796 -2.84585
C -0.67330 2.65085 -2.06847
C -1.66948 3.59213 -2.30310
C -2.76363 3.62691 -1.45193
C -2.83231 2.69793 -0.42957
C -1.81285 1.76017 -0.31234
N -0.75021 1.73070 -1.10420
H 6.12388 1.70670 -2.66957
H 3.93512 1.51403 -1.54832
H 2.20360 4.15070 -4.43897
H 4.39198 4.38128 -5.53325
H 0.50277 3.07515 -3.88264
H -1.56219 4.30662 -3.10849
H -3.53569 4.37398 -1.57634
H -3.65566 2.69329 0.27106
H -1.84325 1.00519 0.46801
C -4.74137 -2.47684 -3.53036
Si -3.07609 -1.66449 -3.19099
C -1.79536 -2.24199 -4.42928
C -3.31380 0.17895 -3.39462
Sb -2.08556 -2.16102 -0.87510
Si -4.20351 -2.13269 0.53830
C -5.01028 -0.43762 0.46604
C -5.45442 -3.44799 0.03470
C -3.69372 -2.42880 2.32505
Si -1.80554 -4.69048 -1.15493
C -0.08690 -5.02013 -1.81776
C -3.06022 -5.42807 -2.35268
C -1.98223 -5.55740 0.51478
H -4.99768 -2.23673 -4.56827
H -5.53130 -2.06517 -2.89842
H -4.74319 -3.55895 -3.42165
H -2.11406 -1.99700 -5.44573
H -1.62186 -3.31772 -4.38030
H -0.84064 -1.75067 -4.24346
H -3.65648 0.38630 -4.41288
H -2.38553 0.71730 -3.23604
H -4.05717 0.58346 -2.70637
H -5.16586 -0.06949 -0.54877
H -4.40060 0.29381 0.99824
H -5.98296 -0.47821 0.96296
H -5.87561 -3.26773 -0.95511
H -6.27580 -3.43554 0.75878
H -5.02609 -4.45229 0.03770
H -3.06964 -1.60520 2.67987
H -3.14516 -3.36170 2.47918
H -4.58953 -2.46194 2.95261
H -0.00254 -4.74733 -2.86936
H 0.13632 -6.08682 -1.72614
H 0.67697 -4.46006 -1.27958
H -2.92737 -5.04162 -3.36410
H -4.09579 -5.26003 -2.05580
H -2.89026 -6.50955 -2.38827
H -1.01598 -5.60195 1.01894
H -2.31023 -6.58484 0.33339
H -2.70106 -5.09888 1.19749
O -1.95322 8.61159 2.08786
S -1.52333 9.15085 3.36409
O -0.66762 10.32108 3.27515
O -2.56072 9.22048 4.37767
C -0.39430 7.88608 4.03963
N 0.04318 8.09266 5.28566
C 0.84900 7.17233 5.78512
C 1.22863 6.03316 5.08537
C 0.72360 5.91918 3.79926
N -0.07481 6.85074 3.28173
C 1.00149 4.75807 2.91006
C 0.67995 4.84189 1.56030
C 0.88520 3.73989 0.74935
N 1.34449 2.56515 1.18008
C 1.67928 2.50521 2.46734
C 1.54114 3.55746 3.35895
H 1.21263 7.34272 6.79458
H 1.89095 5.30394 5.52867
H 0.25836 5.75599 1.16735
H 0.64822 3.80252 -0.30271
H 2.06744 1.55144 2.80124
H 1.82807 3.41097 4.39233

No. 4
19
Properties=species:S:1:pos:R:3 method="wB97M-V/def2-TZVPD" homo_ha=-0.53498 charge=+1 relative_energy_ev=1.031 homo_lumo_gap_ha=0.43058
C -1.35733 -0.96446 -2.73463
C 0.09129 -0.32768 -0.83788
N 1.03748 -0.72343 0.01594
N -0.12506 -1.08738 -1.92999
N -0.36516 0.92447 -0.79648
H 1.11539 -1.73920 0.07626
H 1.23005 -0.26570 0.89889
H 0.42748 -1.91020 -2.15074
H -0.91011 1.29188 -1.54203
H -0.26610 1.36302 0.11383
H -1.19881 -1.57710 -3.62562
H -1.45198 0.04723 -3.11073
H -2.21692 -1.43863 -2.26761
C 0.48962 0.88596 3.27136
O 0.74695 1.37924 1.94456
H 1.54044 1.93434 1.90741
H 1.37776 0.48892 3.75749
H -0.19247 0.04304 3.15760
H 0.02748 1.67566 3.85237

No. 5
59
Properties=species:S:1:pos:R:3 method="wB97M-V/def2-TZVPD" homo_ha=-0.33406 relative_energy_ev=0.036 homo_lumo_gap_ha=0.35947
C 1.07348 0.88443 -2.63740
C 0.15522 1.44823 -1.59645
C -1.11340 1.89849 -1.94126
C -1.96940 2.39991 -0.97598
C -1.57881 2.43230 0.34928
C -0.31926 1.96881 0.71831
C 0.04027 2.01743 2.17093
O -0.46438 2.82236 2.93455
N 0.91837 1.07630 2.56976
C 1.37972 0.95930 3.93218
C 2.87401 0.64608 3.97392
C 3.20212 -0.71240 3.34410
N 2.91696 -0.75468 1.91407
C 3.93008 -0.05234 1.14769
C 2.70092 -2.09830 1.38175
C 1.63820 -2.07080 0.28034
C 0.21749 -2.04176 0.86288
N -0.75284 -1.50328 -0.06539
C -1.06982 -2.14896 -1.21473
O -0.61297 -3.23760 -1.50694
C -2.03327 -1.41274 -2.08471
C -1.87513 -1.48539 -3.46362
C -2.75512 -0.81680 -4.29412
C -3.80682 -0.09723 -3.75496
C -3.99581 -0.03667 -2.37876
C -5.16553 0.70261 -1.80393
C -3.09494 -0.69133 -1.55128
C 0.54618 1.49912 -0.26405
H 2.11556 1.06263 -2.37991
H 0.92019 -0.19303 -2.71822
H 0.87099 1.32277 -3.61136
H -1.42819 1.86210 -2.97379
H -2.94318 2.76687 -1.26189
H -2.22995 2.81989 1.11797
H 1.36216 0.42248 1.93141
H 1.16123 1.90301 4.43965
H 0.82484 0.16110 4.44402
H 3.19714 0.62347 5.01575
H 3.42477 1.44220 3.47284
H 4.25924 -0.95680 3.54524
H 2.58568 -1.46953 3.83532
H 3.93495 1.00323 1.41421
H 3.70898 -0.13805 0.08530
H 4.93728 -0.46012 1.32194
H 3.63753 -2.51923 0.98824
H 2.35764 -2.75701 2.18213
H 1.73651 -2.94645 -0.36038
H 1.78137 -1.18794 -0.34382
H -0.08529 -3.06276 1.11332
H 0.18723 -1.43040 1.76529
H -1.01274 -0.53503 0.03482
H -1.06050 -2.06741 -3.86728
H -2.62585 -0.86108 -5.36565
H -4.49709 0.41752 -4.40832
H -6.05268 0.06905 -1.83026
H -5.38038 1.59889 -2.38214
H -4.98020 0.98133 -0.76951
H -3.24036 -0.65929 -0.48051
H 1.54761 1.19252 -0.00061

No. 6
14
Properties=species:S:1:pos:R:3 method="wB97M-V/def2-TZVPD" homo_ha=-0.36790 relative_energy_ev=3.496 homo_lumo_gap_ha=0.40079
H -1.36507 2.35140 0.64140
N -0.94737 1.69303 1.28520
C -0.04813 0.94324 0.88681
O 0.45231 -0.11999 1.51213
C 1.10196 -0.93330 0.52195
C 0.69795 -0.17634 -0.73379
C -0.96550 -0.30492 -0.80166
O 0.95165 1.14571 -0.43583
H 2.17276 -0.95748 0.74907
H 0.67237 -1.93631 0.53970
H 1.14691 -0.58498 -1.65890
H -1.63615 -0.64797 0.02328
H -1.42198 0.61856 -1.19470
H -0.99850 -1.07271 -1.54532

No. 7
13
Properties=species:S:1:pos:R:3 method="wB97M-V/def2-TZVPD" homo_ha=-0.35342 relative_energy_ev=3.357 homo_lumo_gap_ha=0.37866
C 1.30053 0.42093 -1.33561
C 0.50022 -0.00042 -0.08597
N -0.36382 0.64444 1.35487
C -1.31252 -0.48151 1.14225
C -0.94761 -0.19259 -0.29192
O -1.64003 0.32372 -1.13453
H 2.31594 0.77375 -1.14444
H 0.76608 1.12332 -1.97876
H 1.42343 -0.49758 -1.95051
H 1.04216 -0.76996 0.45550
H 0.26981 0.42706 2.11888
H -2.37551 -0.31658 1.31582
H -0.97867 -1.45458 1.53442

No. 8
58
Properties=species:S:1:pos:R:3 method="wB97M-V/def2-TZVPD" homo_ha="-0.52602 / -0.52602" s2=0.756 multiplicity=2 charge=+2 homo_lumo_gap_ha="0.33947 / 0.12366"
Li 0.48723 1.21109 -0.05044
O -1.14755 1.86462 1.17758
H -0.85170 2.00067 2.07769
H -1.88586 2.46500 1.07429
O 0.17153 1.86512 -1.92699
H -0.17143 1.82556 -2.81977
H 0.23192 2.80078 -1.73435
C -2.65775 -0.37382 -0.67609
C -3.27288 -1.75300 -0.71062
C -4.80789 -1.79341 -0.95674
O -5.34309 -3.02961 -0.51729
C -6.75200 -3.10497 -0.60105
N -2.68540 -2.45563 -1.77272
H -2.89879 0.17574 -1.58603
H -1.58470 -0.25558 -0.52551
H -3.11822 0.18532 0.13842
H -3.05850 -2.18988 0.26471
H -4.94464 -1.67006 -2.03107
H -5.37378 -1.01065 -0.45160
H -7.19706 -2.32347 0.01481
H -7.12531 -3.99556 -0.09550
H -7.04186 -3.00473 -1.64701
H -3.04837 -3.38832 -1.63696
H -1.73867 -2.59796 -1.45094
C 2.71292 -0.67364 -1.78904
C 1.32114 -1.17362 -1.36548
C 1.16458 -2.67887 -1.33400
O -0.11062 -3.02852 -0.75352
C -0.16331 -4.35576 -0.28496
N 0.99199 -0.67815 -0.07037
H 3.25948 -0.25430 -0.94434
H 2.64077 0.00567 -2.63842
H 3.35042 -1.50054 -2.10199
H 0.63804 -0.76906 -2.11234
H 2.00506 -3.07024 -0.76082
H 1.24793 -3.18330 -2.29665
H 0.28041 -4.31651 0.70986
H 0.29766 -5.13451 -0.89255
H -1.15145 -4.77400 -0.09325
H 1.80567 -0.84136 0.50531
H 0.39325 -1.42971 0.24069
C 4.03865 2.73832 -0.18748
C 3.23945 2.46800 1.11822
C 3.46495 3.58908 2.18195
O 3.02766 3.20187 3.47615
C 3.21562 4.19149 4.48478
N 1.83536 2.53243 0.72079
H 3.76292 2.17970 -1.08192
H 5.08243 2.50110 0.01834
H 3.87722 3.80489 -0.34387
H 3.28352 1.45993 1.53048
H 3.05214 4.54169 1.84995
H 4.52666 3.79369 2.31979
H 4.25684 4.33573 4.77313
H 2.79361 3.78673 5.40466
H 2.72472 5.15787 4.36970
H 1.34786 2.75321 1.57735
H 1.60129 3.37359 0.21308

Per-record E, a.u.: -351.310518, -1867.870599, -9606.878045, -360.796844, -1209.833954, -361.752377, -286.508281, -1026.783241